Record 1
Computed, not measured: C35H38ClN3O2Ta as an isolated structure, with the ωB97M-V functional and the def2-TZVPD basis.

The maximum force comes out at 0.01865 Eh/bohr. Its net charge is +1. The value obtained for the frontier orbital gap is 0.2391 Eh. The value obtained for the LUMO energy is -0.141 hartree.

```
80
Properties=species:S:1:pos:R:3:forces:R:3:lowdin_charge:R:1
Ta 0.38941 -0.10100 -0.13014 -0.33 0.88 -0.21 1.80
C 2.46306 0.31572 -2.51919 -0.03 0.03 -0.15 -0.15
C 3.31906 1.34412 -2.27159 -0.05 0.02 0.10 -0.11
C 2.55473 2.49556 -1.83030 0.19 -0.16 -0.10 -0.10
C 1.23823 2.16422 -1.84213 -0.48 0.08 0.03 -0.18
C 1.08877 0.74258 -2.20447 0.03 -0.47 0.57 -0.33
H 2.72313 -0.65695 -2.92697 -0.02 0.13 0.15 0.10
H 4.39613 1.32519 -2.38797 -0.08 -0.02 0.01 0.10
H 2.97551 3.45873 -1.55747 -0.09 -0.12 -0.12 0.11
H 0.39669 2.82797 -1.67782 0.15 -0.06 0.09 0.09
H 0.30417 0.48194 -2.92096 0.01 -0.03 0.20 0.09
Cl 1.83972 -7.37762 -1.31487 -0.01 0.03 0.02 0.71
C 1.26373 -5.78547 -0.96465 -0.16 -0.14 -0.03 -0.66
C -0.10903 -5.53037 -0.95294 -0.05 -0.06 -0.03 -0.06
C -0.57478 -4.25710 -0.70597 -0.30 0.04 -0.05 0.02
C 0.30979 -3.20907 -0.46985 -0.22 0.42 0.17 -0.29
O -0.18626 -1.97826 -0.25872 0.25 -0.07 -0.32 -0.25
C 1.67944 -3.47644 -0.42694 0.17 0.07 0.03 -0.13
C 2.64711 -2.47670 -0.07499 0.09 0.28 0.09 -0.03
N 2.42092 -1.21708 0.10113 0.35 0.00 -0.02 0.00
C 3.51844 -0.35480 0.43236 -0.34 -0.32 -0.02 -0.21
C 4.83953 -0.63308 0.22533 0.23 -0.15 -0.10 0.00
C 5.84942 0.25635 0.64638 0.01 -0.07 0.00 -0.04
C 5.52378 1.42330 1.27159 0.06 0.04 -0.01 -0.01
C 4.16443 1.76707 1.44304 0.02 0.14 0.09 -0.14
C 3.76005 2.96510 2.07574 0.09 0.01 -0.02 0.03
C 2.43420 3.26161 2.19389 0.05 0.14 0.10 -0.01
C 1.49796 2.38590 1.63741 -0.20 -0.14 -0.15 -0.09
N 1.83290 1.24742 1.06266 -0.14 -0.50 -0.23 0.00
C 3.16273 0.89415 0.98662 -0.32 0.21 0.18 -0.16
C 2.14450 -4.77642 -0.68744 0.27 0.08 0.04 -0.05
H -0.80355 -6.34081 -1.14114 0.05 0.07 0.00 0.12
H -1.63608 -4.03739 -0.69828 0.05 -0.05 -0.03 0.12
H 3.65545 -2.85292 0.07574 0.09 -0.03 -0.03 0.13
H 5.13775 -1.53130 -0.30255 -0.02 0.03 0.09 0.12
H 6.88734 -0.00519 0.47825 -0.09 0.02 -0.01 0.12
H 6.28913 2.10466 1.62681 -0.06 -0.06 -0.04 0.13
H 4.51984 3.63603 2.46158 -0.05 -0.02 -0.01 0.13
H 2.09281 4.15893 2.69191 0.01 -0.01 -0.08 0.12
H 0.44324 2.62996 1.63833 0.08 -0.03 0.04 0.08
H 3.20994 -4.97993 -0.68002 -0.06 0.03 0.04 0.12
C -1.75605 3.75393 0.38697 -0.04 0.04 0.05 -0.06
C -2.68301 2.87239 1.23395 0.36 -0.16 -0.16 -0.36
C -1.96961 2.31865 2.46969 -0.26 0.18 0.13 -0.07
C -3.34489 1.79968 0.37898 0.07 0.09 0.19 -0.14
C -4.73438 1.82322 0.31654 -0.04 0.06 0.05 -0.04
C -5.44376 0.97807 -0.51702 -0.02 0.07 0.00 -0.06
C -4.74826 0.12968 -1.35671 -0.10 -0.11 -0.06 -0.03
C -3.36404 0.04522 -1.31280 0.19 -0.12 -0.07 -0.14
C -2.64182 -0.82486 -2.32325 -0.09 0.01 -0.06 -0.39
C -2.39175 -0.01233 -3.60095 0.03 -0.01 0.06 -0.05
C -3.36843 -2.13303 -2.64115 -0.01 -0.03 0.00 -0.07
C -2.64911 0.83976 -0.38990 0.24 0.03 0.03 -0.21
N -1.25807 0.62301 -0.25631 0.30 -0.10 0.41 -0.13
H -1.34231 4.56875 0.99250 -0.02 -0.10 -0.06 0.08
H -2.30574 4.20347 -0.44305 0.05 -0.04 0.03 0.09
H -0.93446 3.16899 -0.03270 -0.06 0.07 0.02 0.03
H -3.48555 3.51194 1.59766 -0.09 0.06 -0.02 0.13
H -1.31139 1.49694 2.21058 0.15 -0.12 0.00 0.03
H -2.70215 1.95344 3.19471 0.08 -0.04 -0.04 0.09
H -1.38646 3.10794 2.96150 -0.09 -0.12 -0.02 0.08
H -5.26875 2.53791 0.93596 0.05 -0.05 -0.07 0.12
H -6.52632 1.00631 -0.53583 0.05 0.02 -0.02 0.11
H -5.29810 -0.48977 -2.05772 0.07 0.05 0.07 0.11
H -1.67378 -1.08913 -1.91031 0.07 -0.05 0.08 0.08
H -3.33879 0.26604 -4.07037 0.05 -0.01 0.01 0.09
H -1.80829 -0.59440 -4.32041 -0.04 0.05 0.02 0.09
H -1.84746 0.90805 -3.37089 -0.06 -0.04 -0.06 0.07
H -4.25344 -1.96695 -3.26396 0.10 -0.04 0.08 0.08
H -3.68819 -2.64143 -1.72589 0.02 0.03 -0.10 0.08
H -2.70294 -2.80320 -3.19418 -0.08 0.07 0.02 0.08
C -1.50183 -0.97306 4.16962 0.10 0.05 0.16 -0.06
C -1.13796 -1.25741 2.73587 0.11 0.01 0.01 -0.27
O 0.13789 -0.63384 2.38720 -0.58 0.04 -0.69 -0.17
H -2.45008 -1.45593 4.41850 0.09 0.04 -0.03 0.09
H -1.59902 0.09904 4.34030 -0.02 -0.03 0.02 0.07
H -0.73686 -1.36575 4.85002 -0.12 0.02 -0.04 0.09
H -1.86673 -0.84236 2.04305 0.03 0.06 -0.06 0.10
H -1.07015 -2.33015 2.55954 0.06 -0.06 -0.12 0.12
H 0.78872 -0.90745 3.03884 0.25 0.00 -0.02 0.10
```
Forces are in eV/Å.



Record 2
Computed, not measured: C18H25F3N4O6RhS2SbSe4Si as an isolated structure, with the ωB97M-V functional and the def2-TZVPD basis.

The maximum force comes out at 0.00727 Eh/bohr. Its net charge is -2. The value obtained for the frontier orbital gap is 0.1908 Eh. The value obtained for the LUMO energy is 0.127 hartree.

```
65
Properties=species:S:1:pos:R:3:forces:R:3:lowdin_charge:R:1
Rh -0.61872 -0.72035 1.35022 0.07 0.36 -0.08 0.30
Se -3.24960 -4.43485 0.00784 -0.09 0.01 -0.14 -0.31
Sb -1.79999 -3.97783 1.88165 0.14 0.05 0.02 -0.34
Se 0.38583 -2.94774 1.12906 0.17 -0.17 -0.06 0.09
Se -2.16946 -1.70372 2.93694 -0.17 0.08 0.17 0.04
Se -1.47512 -5.73715 3.48474 -0.02 -0.10 0.11 -0.31
C -6.46514 1.76807 -0.56993 0.07 0.00 -0.01 -0.18
Si -4.77770 1.64682 -1.39374 -0.08 -0.07 -0.06 0.52
C -4.59907 3.10610 -2.57612 0.01 -0.04 0.05 -0.19
C -4.68774 0.06331 -2.37926 -0.01 0.09 0.05 -0.21
C -3.47269 1.83120 -0.05944 -0.03 0.06 0.01 -0.24
C -3.42212 3.02753 0.64702 0.02 0.02 0.03 -0.11
C -2.51927 3.24463 1.68599 0.00 0.03 0.04 -0.08
C -1.65388 2.21831 2.01580 -0.09 -0.06 -0.03 -0.11
N -1.68194 1.07280 1.35184 0.01 -0.05 -0.11 -0.12
C -2.54700 0.84696 0.33632 0.08 0.02 0.03 -0.68
S -2.30002 -0.75855 -0.25702 -0.17 0.00 0.03 0.61
H -7.26919 1.70155 -1.30640 -0.01 0.00 -0.02 0.02
H -6.57781 2.70998 -0.02872 0.01 0.02 0.01 0.02
H -6.59299 0.95535 0.14720 0.01 -0.02 0.00 0.04
H -5.36009 3.06494 -3.35886 -0.02 -0.01 -0.01 0.02
H -3.61882 3.09183 -3.05659 0.02 -0.01 -0.01 0.03
H -4.70138 4.06252 -2.05935 0.00 0.02 0.02 0.02
H -5.47887 0.07894 -3.13459 -0.01 -0.02 -0.03 0.03
H -4.82065 -0.81569 -1.74829 -0.01 -0.02 0.01 0.02
H -3.72649 -0.04794 -2.88149 0.01 0.01 -0.02 0.02
H -4.11299 3.82638 0.39117 -0.01 0.01 -0.01 0.09
H -2.49964 4.17747 2.23213 0.00 0.00 0.00 0.09
H -0.93055 2.27251 2.82164 0.00 0.04 0.00 0.12
C 4.45172 -2.70983 1.40573 0.02 0.01 0.02 -0.11
C 3.67375 -2.32291 0.15897 0.07 -0.04 -0.02 -0.34
S 4.77498 -1.90310 -1.16541 -0.20 -0.03 0.00 0.66
O 5.43508 -0.65094 -0.87589 0.11 0.08 -0.03 -0.31
O 5.57284 -3.05821 -1.51257 0.00 0.03 0.01 -0.33
C 3.69395 -1.61399 -2.57749 -0.02 -0.10 0.10 -0.20
C 3.23365 -0.17418 -2.72683 0.09 0.05 -0.06 -0.14
N 2.40945 0.27700 -1.61130 -0.23 0.03 0.07 0.05
C 1.25951 -0.32986 -1.21650 0.06 -0.10 -0.02 -0.32
N 0.87160 0.11757 -0.03008 -0.10 0.13 -0.11 0.03
C 1.76320 1.06742 0.35463 0.08 -0.18 -0.05 -0.01
C 2.72389 1.17401 -0.60432 -0.02 0.05 0.06 -0.15
N 3.77413 2.13030 -0.64777 0.26 -0.03 0.08 -0.33
O 4.33619 2.34179 -1.71732 -0.11 0.03 0.09 0.05
O 4.04027 2.70230 0.39339 -0.08 0.00 -0.18 0.09
C 0.54997 -1.34699 -2.03166 0.02 0.03 0.00 -0.04
H 3.72365 -2.96383 2.17348 0.01 -0.01 0.00 0.07
H 5.03782 -1.86810 1.77033 -0.01 0.00 0.00 0.08
H 5.10528 -3.56024 1.21444 -0.01 -0.03 -0.01 0.07
H 3.04014 -1.45805 0.36424 0.06 0.00 0.02 0.06
H 3.04838 -3.14248 -0.19920 0.01 0.00 -0.01 0.07
H 2.86161 -2.31121 -2.49317 0.06 -0.05 -0.02 0.09
H 4.29965 -1.91073 -3.43397 0.01 0.05 -0.03 0.11
H 2.65497 -0.06933 -3.64685 0.03 0.00 0.00 0.13
H 4.09244 0.48543 -2.77956 -0.04 0.00 -0.03 0.10
H 1.67075 1.59885 1.28309 0.01 0.04 0.00 0.13
H 0.75091 -1.20696 -3.09493 0.02 -0.02 0.01 0.08
H -0.51684 -1.24396 -1.84178 0.04 0.00 -0.06 0.00
H 0.81342 -2.35818 -1.71809 -0.01 -0.02 0.05 0.05
F 1.49544 -0.63998 5.58568 -0.01 0.01 0.00 0.15
C 2.05610 0.23863 4.74404 0.11 0.04 -0.10 -0.53
F 1.54525 1.45573 5.03746 -0.02 0.04 0.03 0.12
F 3.36645 0.29465 5.04045 -0.03 -0.01 0.02 0.12
C 1.79824 -0.14767 3.25546 -0.02 -0.19 -0.03 -0.58
O 2.73653 -0.58165 2.60676 0.06 0.03 0.01 0.05
O 0.59873 0.06533 2.92676 -0.13 -0.12 0.19 -0.16
```
Forces are in eV/Å.



Record 3
Computed, not measured: a 2-piece molecular cluster, CH3F3O overall at a distorted geometry, with the ωB97M-V functional and the def2-TZVPD basis.

The maximum force comes out at 0.04770 Eh/bohr. As for the SMILES: FC(F)F.O. Its net charge is 0. The value obtained for the frontier orbital gap is 0.4554 Eh. The value obtained for the LUMO energy is 0.028 hartree.

```
8
Properties=species:S:1:pos:R:3:forces:R:3:lowdin_charge:R:1
F -1.88035 -2.28823 0.59336 -0.27 0.19 -0.10 0.11
F -0.21922 -1.42843 1.60279 1.36 -0.30 2.02 0.16
F -0.35673 -1.15811 -0.49287 -0.27 -0.23 -0.17 0.09
C -1.06376 -1.23031 0.65659 -0.67 1.08 -1.93 -0.53
H -1.58526 -0.25712 0.76059 -0.13 -0.76 0.17 0.17
O 1.60754 1.73190 -1.01084 0.26 1.20 -0.06 -0.09
H 2.43830 2.17315 -0.72207 -0.91 -0.44 -0.33 0.05
H 1.05949 2.45714 -1.38756 0.64 -0.75 0.40 0.05
```
Forces are in eV/Å.



no.,HOMO energy (eV),energy (eV)
1,-10.35,-59548.2791
2,-1.73,-345954.6271
3,-11.62,-11285.6786